[1]
BrHO3PS | ωB97M-V with the def2-TZVPD basis set

Properties
- frontier orbital gap (alpha / beta) (hartree) = 0.24746 / 0.19108
- <S²> = 2.0074
- ΔE to the lowest compared entry with this formula, charge and spin (kJ/mol) = 36.5
- HOMO energy (alpha / beta) (eV) = -3.049 / -5.118
- total charge = -1
- spin multiplicity = 3

```
7
Properties=species:S:1:pos:R:3:mulliken_spin:R:1
Br 3.43 -0.23 -0.13 0.693
O -1.53 -0.53 -0.47 -0.011
O -0.14 -1.28 1.61 0.167
O -0.55 -2.79 -0.60 0.037
S -1.36 -1.89 0.20 0.016
P 0.65 0.02 1.40 1.037
H -0.04 0.25 0.16 0.062
```

[2]
BrHf | ωB97M-V with the def2-TZVPD basis set

Properties
- frontier orbital gap (hartree) = 0.23241
- ΔE to the lowest compared entry with this formula, charge and spin (kJ/mol) = 228.1
- HOMO energy (eV) = -27.195
- total charge = +3

```
2
Properties=species:S:1:pos:R:3:lowdin_charge:R:1
Br 27.93 -0.41 -3.30 0.624
Hf 30.47 0.53 -4.21 2.376
```

[3]
BrI3Si | ωB97M-V with the def2-TZVPD basis set

Properties
- frontier orbital gap (alpha / beta) (hartree) = 0.30295 / 0.16787
- ΔE to the lowest compared entry with this formula, charge and spin (kJ/mol) = 160.4
- HOMO energy (alpha / beta) (eV) = -10.043 / -7.858

```
5
Properties=species:S:1:pos:R:3:lowdin_charge:R:1
I 1.81 -2.75 1.92 0.012
Si -0.50 0.34 -0.29 -0.893
I -2.77 0.79 -1.13 0.324
Br 1.13 -0.46 -1.55 0.162
I 0.32 2.08 1.05 0.395
```

[4]
BrNO3 | ωB97M-V with the def2-TZVPD basis set

Properties
- frontier orbital gap (hartree) = 0.35163
- ΔE to the lowest compared entry with this formula, charge and spin (kJ/mol) = 71.0
- HOMO energy (eV) = -10.673

```
5
Properties=species:S:1:pos:R:3:lowdin_charge:R:1
O -1.41 0.60 -0.31 0.173
O 0.53 1.06 -1.08 0.164
Br 0.56 -1.71 1.53 0.798
O 0.59 -0.47 0.28 -0.691
N -0.26 0.52 -0.42 -0.444
```

[5]
BrO2V | ωB97M-V with the def2-TZVPD basis set

Properties
- frontier orbital gap (hartree) = 0.21220
- ΔE to the lowest compared entry with this formula, charge and spin (kJ/mol) = 328.1
- HOMO energy (eV) = -8.763

```
4
Properties=species:S:1:pos:R:3:lowdin_charge:R:1
O -1.13 -0.48 0.44 -0.479
V 0.09 -1.08 -0.56 0.992
O 1.45 -0.71 0.15 -0.350
Br -0.42 2.27 -0.03 -0.162
```

[6]
BrPb | ωB97M-V with the def2-TZVPD basis set

Properties
- frontier orbital gap (alpha / beta) (hartree) = 0.36174 / 0.26866
- <S²> = 0.7531
- ΔE to the lowest compared entry with this formula, charge and spin (kJ/mol) = 0.4
- HOMO energy (alpha / beta) (eV) = -22.640 / -22.193
- total charge = +2
- spin multiplicity = 2

```
2
Properties=species:S:1:pos:R:3:mulliken_spin:R:1
Pb -20.88 1.50 18.24 -0.011
Br -21.77 2.25 15.67 1.011
```